Entry 1:
Here is a single C7H12 molecule at a distorted geometry from the OMol25 dataset. Energies are from ωB97M-V/def2-TZVPD.

## Properties
- F_max (eV/Å) = 2.678
- relative energy (zero: lowest compared OMol25 entry of this formula, charge and spin) (kcal/mol) = 39.8
- SMILES = C=C(C)/C(C)=C/C
- orbital gap (eV) = 10.05
- calculated total energy (eV) = -7451.7058

Each line ends with the Mulliken charge.
Atoms and positions in Å:
C1 -0.908 0.326 2.174  -0.881
C2 -0.828 0.237 0.831  0.431
C3 -2.171 0.171 0.122  -1.221
C4 0.368 0.122 -0.036  0.235
C5 0.877 1.440 -0.597  -1.139
C6 0.907 -1.047 -0.400  -0.014
C7 1.744 -1.321 -1.617  -1.188
H1 0.017 0.599 2.675  0.272
H2 -1.799 0.064 2.718  0.323
H3 -2.609 -0.748 -0.330  0.283
H4 -2.112 0.832 -0.757  0.266
H5 -3.001 0.441 0.764  0.386
H6 1.622 1.220 -1.352  0.348
H7 1.244 2.168 0.106  0.305
H8 0.071 1.847 -1.246  0.290
H9 0.311 -1.911 -0.095  0.305
H10 1.495 -0.598 -2.391  0.372
H11 1.625 -2.341 -2.009  0.342
H12 2.820 -1.248 -1.363  0.284

---

Entry 2:
Here is a single C3H7Br3Si molecule at a distorted geometry from the OMol25 dataset. Energies are from ωB97M-V/def2-TZVPD.

## Properties
- F_max (eV/Å) = 3.655
- relative energy (zero: lowest compared OMol25 entry of this formula, charge and spin) (kcal/mol) = 9.2
- SMILES = CC(C)[Si](Br)(Br)Br
- orbital gap (eV) = 10.78
- calculated total energy (eV) = -221233.0507

Each line ends with the Mulliken charge.
Atoms and positions in Å:
C1 0.024 1.137 0.182  -1.420
C2 0.628 -0.097 -0.451  0.162
C3 0.042 -1.425 0.094  -1.160
Si1 2.559 -0.035 -0.118  0.749
Br1 2.906 0.157 2.080  -0.239
Br2 3.517 -1.869 -0.799  -0.224
Br3 3.596 1.803 -0.811  -0.256
H1 0.072 0.889 1.274  0.372
H2 0.542 2.116 0.132  0.298
H3 -0.871 1.286 -0.276  0.414
H4 0.443 -0.204 -1.461  0.422
H5 0.595 -1.832 0.993  0.256
H6 0.234 -2.327 -0.688  0.297
H7 -1.094 -1.478 0.143  0.331

---

Entry 3:
Here is a 4-piece molecular cluster, C21H37O11PS overall at a distorted geometry from the OMol25 dataset. Energies are from ωB97M-V/def2-TZVPD.

## Properties
- F_max (eV/Å) = 5.555
- SMILES = CCCCCCCCCCCOC(=O)[PH2]=S.O=C1OCCO1.O=C1OCCO1.O=C1OCCO1
- orbital gap (eV) = 8.72
- calculated total energy (eV) = -65019.5801

Each line ends with the Mulliken charge.
Atoms and positions in Å:
C1 1.197 2.187 -1.041  -0.832
C2 1.263 0.643 -0.513  0.803
C3 1.271 -0.411 -1.717  -0.886
C4 1.529 -1.950 -1.239  0.157
C5 0.183 -2.597 -0.674  -0.760
C6 -0.020 -2.631 0.909  -0.227
C7 1.193 -2.134 1.817  -0.233
C8 0.810 -2.050 3.402  -0.897
C9 -0.358 -0.996 3.720  -0.628
C10 -0.221 0.417 2.966  -0.460
C11 -1.538 0.774 2.078  -0.370
O1 -2.725 0.738 2.922  -0.309
C12 -3.441 1.972 2.855  0.748
O2 -3.759 2.526 3.943  -0.487
P1 -3.934 2.856 1.233  0.136
S1 -4.252 4.734 1.607  -0.353
H1 0.704 2.826 -0.210  0.261
H2 0.540 2.310 -1.966  0.268
H3 2.252 2.579 -1.169  0.027
H4 0.324 0.453 0.109  -0.661
H5 2.195 0.501 0.130  0.303
H6 2.112 -0.125 -2.459  0.301
H7 0.300 -0.388 -2.326  0.249
H8 2.460 -2.068 -0.594  0.521
H9 1.771 -2.511 -2.234  -0.298
H10 0.047 -3.658 -1.100  0.335
H11 -0.694 -1.983 -1.118  0.202
H12 -0.223 -3.733 1.205  0.349
H13 -0.993 -2.074 1.201  -0.042
H14 2.008 -2.957 1.765  0.382
H15 1.704 -1.171 1.487  0.041
H16 1.772 -1.782 3.957  0.321
H17 0.426 -3.103 3.687  0.316
H18 -0.289 -0.767 4.853  0.323
H19 -1.420 -1.433 3.572  0.281
H20 -0.171 1.254 3.760  0.430
H21 0.702 0.528 2.307  0.225
H22 -1.313 1.822 1.639  0.376
H23 -1.650 0.008 1.218  0.023
H24 -5.034 2.222 0.560  0.123
H25 -2.799 2.795 0.330  0.088
O3 -10.256 -0.406 3.833  -0.516
C13 -9.154 0.049 3.725  0.586
O4 -8.186 -0.045 4.678  -0.334
C14 -6.975 0.410 4.090  -0.280
C15 -7.451 1.295 2.978  -0.001
O5 -8.708 0.730 2.633  -0.338
H26 -6.366 0.947 4.819  0.282
H27 -6.412 -0.455 3.725  0.278
H28 -7.606 2.328 3.304  0.246
H29 -6.775 1.290 2.122  0.041
O6 2.515 3.550 -2.867  -0.479
C16 3.619 4.004 -2.977  0.607
O7 4.589 3.903 -2.027  -0.296
C17 5.800 4.356 -2.617  -0.299
C18 5.325 5.247 -3.724  -0.335
O8 4.065 4.687 -4.067  -0.337
H30 6.412 4.888 -1.887  0.279
H31 6.359 3.491 -2.985  0.260
H32 5.174 6.280 -3.395  0.261
H33 5.999 5.243 -4.582  0.285
O9 4.695 -3.518 -2.338  -0.507
C19 4.211 -3.975 -3.333  0.619
O10 4.925 -4.523 -4.354  -0.333
C20 3.995 -5.148 -5.227  -0.364
C21 2.719 -4.414 -4.943  -0.373
O11 2.873 -4.014 -3.588  -0.252
H34 4.311 -5.049 -6.266  0.304
H35 3.932 -6.210 -4.974  0.260
H36 2.603 -3.521 -5.564  0.281
H37 1.839 -5.046 -5.064  0.315

---

Entry 4:
Here is a single C11H20N2O5 molecule at a distorted geometry from the OMol25 dataset. Energies are from ωB97M-V/def2-TZVPD.

## Properties
- F_max (eV/Å) = 7.661
- relative energy (zero: lowest compared OMol25 entry of this formula, charge and spin) (kcal/mol) = 88.1
- SMILES = CC(C)C[C@H](N)C(=O)N[C@@H](CCC(=O)O)C(=O)O
- orbital gap (eV) = 9.73
- calculated total energy (eV) = -24947.0956

Each line ends with the Mulliken charge.
Atoms and positions in Å:
C1 -2.446 -1.911 1.328  -1.181
C2 -3.258 -0.729 0.829  0.294
C3 -4.086 -1.257 -0.283  -1.433
C4 -2.350 0.494 0.496  -0.578
C5 -1.653 0.602 -0.936  0.130
N1 -0.604 -0.447 -1.120  -0.496
C6 -0.866 1.887 -1.137  -0.192
O1 -1.392 2.919 -1.527  -0.675
N2 0.527 1.910 -0.917  -0.135
C7 1.350 1.172 0.006  0.799
C8 2.612 0.416 -0.598  -0.811
C9 2.899 -0.759 0.088  -0.131
C10 4.189 -1.311 -0.396  0.239
O2 4.295 -2.577 -0.279  -0.623
O3 5.148 -0.508 -0.700  -0.391
C11 1.765 2.246 1.092  0.291
O4 1.774 3.441 0.789  -0.606
O5 2.388 1.770 2.158  -0.425
H1 -1.852 -2.306 0.418  0.177
H2 -2.957 -2.880 1.873  0.278
H3 -1.606 -1.780 2.056  0.338
H4 -3.860 -0.287 1.544  0.466
H5 -4.676 -0.451 -0.942  0.268
H6 -3.418 -1.966 -0.806  0.322
H7 -4.741 -1.937 0.147  0.541
H8 -2.754 1.538 0.678  0.407
H9 -1.394 0.249 1.205  -0.046
H10 -2.433 0.612 -1.688  0.611
H11 -0.494 -0.525 -2.163  0.271
H12 -0.922 -1.389 -0.872  0.158
H13 0.752 2.808 -1.271  0.263
H14 0.629 0.470 0.389  0.009
H15 2.277 0.059 -1.582  0.307
H16 3.533 1.109 -0.727  0.267
H17 2.167 -1.650 0.184  0.191
H18 2.949 -0.558 1.156  0.363
H19 5.763 -1.016 -1.194  0.360
H20 2.742 2.541 2.701  0.373

---

Entry 5:
Here is a 2-piece molecular cluster, C4H6NS overall at a distorted geometry from the OMol25 dataset. Energies are from ωB97M-V/def2-TZVPD.

## Properties
- F_max (eV/Å) = 5.455
- charge = +1
- relative energy (zero: lowest compared OMol25 entry of this formula, charge and spin) (kcal/mol) = 36.1
- orbital gap (eV) = 9.28
- calculated total energy (eV) = -16561.0061

Each line ends with the Mulliken charge.
Atoms and positions in Å:
C1 -1.626 0.346 -0.913  -0.593
C2 -0.438 0.829 -0.312  0.075
C3 -1.711 -0.992 -0.789  -0.042
C4 2.100 0.173 1.130  -0.331
N1 0.337 -0.174 0.048  -0.202
S1 -0.285 -1.628 -0.069  0.151
H1 -2.444 0.788 -1.546  0.305
H2 -0.124 1.859 -0.200  0.378
H3 -2.490 -1.717 -1.143  0.350
H4 1.558 0.049 1.989  0.356
H5 2.645 -0.746 0.925  0.269
H6 2.478 1.213 0.880  0.284